(1)
Molecular formula: C30H48AuN5P2
Method: DFT, ωB97M-V/def2-TZVPD

```
86
Properties=species:S:1:pos:R:3:forces:R:3
Au 0.07169 0.23482 0.69125 -0.11 0.04 -0.05
C 3.15373 0.34122 4.54695 -0.01 -0.01 0.03
C 2.28487 0.80424 3.36963 0.01 0.00 0.03
C 1.08229 1.59908 3.89594 0.01 0.02 0.00
P 1.73097 -0.54286 2.25874 -0.01 0.03 -0.02
C 1.15039 -2.02630 3.15007 0.03 -0.04 -0.04
C 2.25898 -2.81000 3.85960 0.01 0.01 0.03
C -0.03699 -1.73901 4.06473 0.00 0.01 0.03
C 3.09710 -1.12304 1.23249 0.05 -0.05 0.03
C 4.42402 -0.84889 1.52472 -0.02 0.02 -0.01
C 5.43894 -1.52164 0.85240 0.01 -0.01 0.00
C 5.11733 -2.50310 -0.07550 0.00 0.00 0.01
C 3.79871 -2.75509 -0.41535 -0.01 0.00 -0.01
C 2.75990 -2.01868 0.17729 0.05 -0.02 0.02
N 1.41711 -2.07124 -0.09562 -0.02 0.07 -0.01
C 0.79165 -2.45311 -1.22302 0.00 -0.04 -0.01
C 1.41270 -2.90481 -2.41562 0.01 0.00 -0.01
C 0.66947 -3.42766 -3.45103 -0.01 0.00 0.01
C -0.71531 -3.50597 -3.34946 0.01 0.00 -0.01
C -1.36154 -2.95648 -2.24226 -0.01 -0.01 0.00
C -0.64715 -2.38297 -1.20558 -0.06 -0.02 -0.04
P -1.51468 -1.45844 0.10522 -0.01 0.03 0.01
C -2.38574 -2.68374 1.18319 -0.02 0.00 0.04
C -1.49432 -3.87409 1.53847 0.00 -0.02 0.02
C -3.68260 -3.20411 0.55248 0.03 0.01 -0.01
C -2.76371 -0.30072 -0.65353 0.08 0.08 -0.03
C -3.66987 -0.72137 -1.81113 -0.05 -0.03 0.03
C -3.55284 0.33657 0.49944 0.00 -0.02 -0.03
H 3.58037 1.22006 5.03150 0.01 0.00 0.00
H 3.97021 -0.32047 4.26468 -0.01 0.02 0.00
H 2.54381 -0.17365 5.28898 0.01 0.01 0.00
H 2.87978 1.45192 2.71409 0.01 -0.01 0.00
H 0.51012 1.01300 4.61390 0.00 0.01 0.00
H 0.40092 1.91627 3.10565 0.00 0.00 -0.01
H 1.44026 2.49027 4.41244 -0.01 0.00 0.00
H 0.81885 -2.62169 2.29640 0.04 0.02 0.02
H 2.57306 -2.32731 4.78302 0.00 -0.02 -0.02
H 3.13421 -2.96199 3.22791 -0.01 0.00 0.00
H 1.86670 -3.79345 4.12256 0.00 0.00 0.00
H 0.27195 -1.19832 4.95970 0.00 0.00 -0.01
H -0.46984 -2.68296 4.39871 -0.01 0.00 0.00
H -0.81914 -1.16289 3.56541 0.00 0.00 0.00
H 4.68690 -0.12957 2.28884 -0.01 -0.01 -0.01
H 6.47297 -1.31150 1.08829 0.00 0.00 -0.01
H 5.90421 -3.07897 -0.54373 0.00 0.00 0.00
H 3.57724 -3.55093 -1.10928 0.01 0.00 0.02
H 2.48258 -2.83193 -2.52470 -0.01 0.01 -0.01
H 1.16791 -3.78477 -4.34197 0.00 0.00 0.00
H -1.29835 -3.94997 -4.14462 0.01 -0.01 0.00
H -2.44098 -2.97162 -2.21824 0.01 0.00 0.01
H -2.63489 -2.12893 2.09284 0.00 0.00 -0.01
H -1.09706 -4.35656 0.64404 0.00 0.00 -0.01
H -2.09713 -4.61330 2.06642 0.00 0.01 0.01
H -0.66798 -3.60956 2.18966 -0.03 -0.03 -0.04
H -3.48519 -3.75985 -0.36495 0.00 0.00 -0.01
H -4.40461 -2.42188 0.34367 -0.03 0.03 -0.01
H -4.14879 -3.89803 1.25238 0.01 0.00 0.01
H -2.11065 0.48127 -1.06152 0.03 -0.01 -0.01
H -4.35974 -1.52078 -1.54980 0.01 -0.02 -0.01
H -3.10774 -1.01224 -2.69565 0.01 0.02 0.02
H -4.27018 0.14665 -2.08861 -0.02 -0.01 0.01
H -4.26128 -0.36302 0.93961 -0.02 -0.02 0.02
H -4.12563 1.18219 0.11924 0.00 0.00 0.00
H -2.90173 0.70520 1.29642 0.01 -0.01 0.00
C 1.01660 3.30113 0.72030 -0.01 -0.05 0.03
N 0.99942 2.05705 -0.12955 0.00 -0.02 0.01
C 0.19618 2.38603 -1.37190 0.00 -0.02 0.03
N 0.74573 3.50900 -2.07866 -0.02 -0.01 -0.01
C 0.74874 4.67691 -1.19066 0.00 0.01 -0.02
N 1.55959 4.42283 0.00281 0.02 0.01 0.02
C 2.92908 4.10848 -0.41470 -0.01 0.01 -0.01
N 2.95557 2.93165 -1.29036 0.06 -0.01 0.01
C 2.41636 1.80504 -0.57988 -0.06 -0.03 0.03
C 2.12570 3.20332 -2.46783 -0.01 0.01 -0.01
H 1.62936 3.09300 1.59735 0.00 0.01 0.02
H -0.00811 3.50732 1.03485 0.00 0.01 0.00
H -0.82543 2.60743 -1.05398 0.00 0.00 -0.01
H 0.19974 1.49955 -2.01163 0.00 0.01 -0.01
H -0.27480 4.90896 -0.89274 0.00 0.00 0.00
H 1.15700 5.53195 -1.72719 0.00 0.00 0.00
H 3.54295 3.91765 0.46746 0.00 0.00 0.00
H 3.34522 4.96095 -0.94929 0.00 0.00 0.00
H 3.01433 1.59777 0.31022 0.01 0.01 -0.03
H 2.41000 0.91702 -1.21703 0.01 0.01 -0.01
H 2.13247 2.33189 -3.12477 0.00 0.00 0.00
H 2.53996 4.05187 -3.01006 0.00 0.00 0.00
```
Forces are in eV/Å.

HOMO (alpha / beta) = -0.494 / -0.519 hartree
frontier orbital gap (alpha / beta) = 0.31107 / 0.22437 Eh
net charge = +2
2S+1 = 3

=====

(2)
Molecular formula: C4H10O3
Method: DFT, ωB97M-V/def2-TZVPD

```
17
Properties=species:S:1:pos:R:3:forces:R:3
C -2.73978 -0.80949 0.21623 -2.52 0.45 0.91
C -1.51640 -0.87150 -0.29794 2.85 1.57 -2.06
C -0.74488 0.34710 -0.68990 -1.89 -1.44 0.41
C -1.05403 1.55684 -0.09073 0.84 1.30 -0.36
O 0.00142 2.53834 -0.03262 -1.03 0.21 -0.31
H -3.35513 -1.48963 0.79896 0.58 -0.85 -0.27
H -3.35393 0.09192 0.07170 0.71 0.09 0.18
H -0.87153 -1.72024 -0.55873 -0.84 -0.65 0.53
H -0.30387 0.33353 -1.69783 0.69 -0.15 0.48
H -1.97448 1.95127 0.31307 -0.03 -0.27 0.28
H 0.72360 2.07632 0.38275 0.61 -0.28 0.08
H 2.59106 0.21761 -0.06127 -0.76 0.66 0.55
H 3.84160 0.66919 0.53489 0.08 0.54 0.33
O 2.92781 0.97937 0.46292 0.58 -1.04 -0.71
H 1.63102 -2.08706 -0.50655 -0.06 -0.23 -0.19
H 2.45498 -2.11231 0.80756 0.26 -0.36 0.00
O 1.74255 -1.67125 0.34751 -0.07 0.46 0.15
```
Forces are in eV/Å.

energy relative to the best compared isomer or geometry (same formula, charge and spin) = 52.0 kcal/mol
HOMO (alpha / beta) = 0.011 / -0.080 hartree
frontier orbital gap (alpha / beta) = 0.10428 / 0.18919 Eh
net charge = -1
2S+1 = 2

=====

(3)
Molecular formula: C3H3NO2
Method: DFT, ωB97M-V/def2-TZVPD

```
9
Properties=species:S:1:pos:R:3:forces:R:3
C 0.11841 1.37074 0.17565 0.16 0.25 0.05
O -0.73276 0.24237 -0.06820 -0.21 -0.20 0.03
C -0.25623 -0.87126 -0.63794 0.14 -0.04 -0.47
O 0.00769 -1.03613 -1.79250 -0.01 0.20 0.64
C -0.12361 -1.94176 0.37073 0.12 -0.83 0.75
N 0.03369 -2.73042 1.20126 -0.17 0.72 -0.84
H 0.13965 1.51621 1.25741 0.07 0.06 -0.15
H 1.13243 1.20597 -0.19841 -0.19 -0.04 -0.03
H -0.31925 2.24428 -0.30800 0.07 -0.12 0.01
```
Forces are in eV/Å.

energy relative to the best compared isomer or geometry (same formula, charge and spin) = 43.4 kcal/mol
HOMO = -0.429 hartree
frontier orbital gap = 0.41752 Eh

=====

(4)
Molecular formula: C5H10O2
Method: DFT, ωB97M-V/def2-TZVPD

```
17
Properties=species:S:1:pos:R:3:forces:R:3
O 1.83796 -0.04828 1.34417 0.25 0.20 0.16
C 1.87189 -0.40560 -0.02760 -0.02 -0.11 -0.40
C 0.46419 -0.82713 -0.41176 -0.02 -0.04 0.02
C -0.53319 0.32052 -0.43591 0.06 0.01 -0.07
C -2.01647 -0.06951 -0.53084 -0.07 -0.21 -0.34
O -2.34184 0.64472 0.66611 -0.16 0.04 0.08
C -0.95802 0.95830 0.89961 0.28 0.15 0.21
H 2.64913 0.41879 1.56948 -0.06 -0.08 0.00
H 2.57550 -1.23444 -0.20406 -0.12 0.13 0.09
H 2.19775 0.44303 -0.65058 -0.07 -0.11 0.11
H 0.13615 -1.57981 0.31731 0.01 0.06 -0.10
H 0.48192 -1.31688 -1.39478 0.03 0.08 0.13
H -0.23925 1.06660 -1.18410 -0.04 -0.12 0.12
H -2.19441 -1.15033 -0.42647 -0.01 0.16 0.00
H -2.57364 0.30122 -1.39974 0.07 -0.03 0.12
H -0.79762 2.03990 0.98982 -0.02 -0.17 -0.01
H -0.56001 0.46004 1.78939 -0.12 0.04 -0.13
```
Forces are in eV/Å.

energy relative to the best compared isomer or geometry (same formula, charge and spin) = 54.0 kcal/mol
HOMO = -0.345 hartree
frontier orbital gap = 0.37508 Eh

=====

(5)
Molecular formula: C2H2BrN
Method: DFT, ωB97M-V/def2-TZVPD

```
6
Properties=species:S:1:pos:R:3:forces:R:3
C 0.93116 0.93211 -0.12976 -0.65 -0.55 0.75
C 0.30120 -0.27657 -0.05855 -0.33 -0.97 -0.49
N 1.53342 1.88333 0.09396 0.89 1.64 -0.22
Br -2.93405 -1.01961 0.20974 -0.29 -0.06 -0.08
H 0.87200 -1.10098 -0.45980 -0.30 -0.28 0.04
H -0.70374 -0.41828 0.34442 0.69 0.22 -0.01
```
Forces are in eV/Å.

energy relative to the best compared isomer or geometry (same formula, charge and spin) = 61.7 kcal/mol
HOMO (alpha / beta) = -0.430 / -0.361 hartree
frontier orbital gap (alpha / beta) = 0.36855 / 0.21047 Eh

=====

(6)
Molecular formula: C5H7InO4
Method: DFT, ωB97M-V/def2-TZVPD

```
17
Properties=species:S:1:pos:R:3:forces:R:3
H 0.45296 1.04815 -3.20256 0.09 -0.71 0.32
In -1.03527 3.05424 -1.80296 -2.09 5.16 0.17
O 0.81500 2.38068 -1.92534 1.37 1.26 0.18
O 0.95425 0.15795 -1.44662 0.41 0.82 -0.54
C 0.83251 0.02344 -0.03915 -0.37 -0.65 0.51
C -0.51351 -0.59117 0.33659 -0.18 -0.94 1.58
O -1.07339 1.17059 -1.87737 -1.78 -2.69 0.59
C 0.24371 1.18140 -2.02048 2.69 -2.67 -1.66
H 1.65531 -0.63419 0.26100 0.01 0.12 -0.40
H 0.96698 1.01120 0.42416 0.07 0.13 -0.21
H -1.22119 0.17128 0.67980 -0.07 -0.22 -0.41
H -0.91208 -1.19367 -0.48737 0.01 0.28 0.11
H -1.28828 -2.20845 1.67219 0.10 0.00 -0.03
O 0.10594 -0.54233 3.77342 -0.18 -0.51 -1.01
C -0.35561 -1.63847 1.52333 -0.15 -0.01 -0.88
C -0.08838 -1.03056 2.78615 0.26 0.59 1.64
H 0.46103 -2.36009 1.34522 -0.19 0.04 0.04
```
Forces are in eV/Å.

energy relative to the best compared isomer or geometry (same formula, charge and spin) = 2.8 kcal/mol
HOMO (alpha / beta) = -0.899 / -0.866 hartree
frontier orbital gap (alpha / beta) = 0.25280 / 0.20602 Eh
net charge = +3
2S+1 = 2

=====

no.,maximum force (eV Å⁻¹),molecular weight (g/mol)
1,0.13,737.66
2,3.85,106.12
3,1.13,85.06
4,0.42,102.13
5,1.88,119.95
6,5.57,245.92